[1]
The following is a DFT calculation (the ωB97M-V functional and the def2-TZVPD basis) of C8H28BNaO8 as an isolated structure at a distorted geometry.

Results
E_tot (hartree): -1110.37261
Highest occupied orbital energy (eV): -8.10
Largest force on an atom (eV Å⁻¹): 4.71
Charge: 0
Energy relative to the best compared isomer or geometry (same formula, charge and spin) (kcal per mole): 149.90

Atoms and positions in Å:
Na (1.537, -0.385, -6.335)
B (0.951, -1.562, -2.326)
H (1.965, -1.346, -2.626)
H (0.875, -1.358, -1.270)
H (0.262, -1.002, -2.940)
H (0.822, -2.627, -2.441)
C (2.162, 5.056, -3.819)
C (1.786, 5.273, -2.327)
O (2.963, 5.546, -1.481)
O (3.000, 3.901, -4.053)
H (2.773, 5.898, -4.145)
H (1.322, 5.128, -4.510)
H (1.456, 4.314, -1.930)
H (1.026, 6.024, -2.111)
H (2.943, 4.741, -0.957)
H (3.281, 3.480, -3.237)
C (-4.410, 0.993, 1.047)
C (-4.756, 0.268, 2.372)
O (-5.179, 1.252, 3.343)
O (-5.410, 1.956, 0.963)
H (-4.401, 0.433, 0.112)
H (-3.516, 1.616, 1.034)
H (-3.870, -0.313, 2.628)
H (-5.506, -0.485, 2.128)
H (-5.384, 0.858, 4.194)
H (-5.626, 2.181, 1.871)
C (3.741, 1.089, 2.960)
C (2.520, 1.450, 3.848)
O (2.930, 1.586, 5.173)
O (3.627, 1.370, 1.571)
H (4.129, 0.135, 3.313)
H (4.484, 1.786, 3.347)
H (1.759, 0.670, 3.871)
H (2.079, 2.388, 3.509)
H (2.421, 2.305, 5.555)
H (3.050, 0.743, 1.128)
C (-0.579, -6.804, -0.664)
C (-1.900, -6.243, -0.182)
O (-2.161, -4.961, -0.714)
O (-0.683, -7.117, -2.080)
H (-0.495, -7.830, -0.307)
H (0.228, -6.162, -0.311)
H (-1.795, -6.198, 0.902)
H (-2.612, -7.039, -0.401)
H (-1.320, -4.615, -1.021)
H (-0.491, -6.395, -2.683)



[2]
The following is a DFT calculation (the ωB97M-V functional and the def2-TZVPD basis) of a 6-piece molecular cluster, C5H24N3O5 overall at a distorted geometry.

Results
E_tot (hartree): -745.23836
Highest occupied orbital energy (eV): -13.10
Largest force on an atom (eV Å⁻¹): 1.30
Charge: +1
Energy relative to the best compared isomer or geometry (same formula, charge and spin) (kcal per mole): 0.00

Atoms and positions in Å:
C (1.053, 1.810, -1.406)
C (-0.002, 1.703, -0.304)
C (-1.391, 1.325, -0.818)
C (-1.417, -0.045, -1.516)
N (-0.811, -1.136, -0.756)
C (-1.236, -1.529, 0.436)
N (-0.513, -2.449, 1.099)
N (-2.420, -1.164, 0.917)
H (1.484, 0.833, -1.646)
H (1.859, 2.485, -1.114)
H (0.629, 2.222, -2.321)
H (-0.048, 2.661, 0.220)
H (0.300, 0.986, 0.467)
H (-2.126, 1.381, -0.013)
H (-1.693, 2.078, -1.545)
H (-0.887, 0.047, -2.457)
H (-2.455, -0.287, -1.758)
H (0.130, -1.386, -1.023)
H (0.436, -2.623, 0.777)
H (-0.773, -2.633, 2.060)
H (-2.998, -0.518, 0.439)
H (-2.609, -1.322, 1.905)
H (-1.568, 2.034, -4.623)
H (-0.258, 1.263, -5.021)
O (-0.844, 1.478, -4.300)
H (2.639, -2.638, -0.781)
H (2.560, -1.386, 0.162)
O (2.020, -2.060, -0.322)
H (-0.529, -0.750, 3.363)
H (-1.482, -1.437, 4.395)
O (-1.317, -1.340, 3.462)
H (4.150, 0.016, 1.313)
H (3.183, 0.862, 0.409)
O (3.217, 0.099, 1.008)
H (1.156, 0.989, 3.684)
H (1.593, 0.212, 2.428)
O (0.970, 0.218, 3.175)



[3]
The following is a DFT calculation (the ωB97M-V functional and the def2-TZVPD basis) of C18H43AlBeCl7F5N5NaO11PS3 as an isolated structure at a distorted geometry.

Results
E_tot (hartree): -7488.78090
Highest occupied orbital energy (eV): -5.50
Largest force on an atom (eV Å⁻¹): 6.29
Charge: -1

Atoms and positions in Å:
C (-2.298, 1.753, 5.330)
C (-1.274, 1.931, 6.192)
C (0.029, 2.440, 5.673)
Al (1.008, 1.091, 4.452)
C (0.421, 1.125, 2.532)
C (0.633, 2.423, 1.810)
C (-0.716, 2.983, 1.344)
Cl (1.487, 3.688, 2.899)
H (-2.463, 2.508, 4.578)
H (-2.903, 0.858, 5.361)
H (-1.381, 1.746, 7.260)
H (-0.079, 3.432, 5.227)
H (0.671, 2.591, 6.544)
H (2.573, 1.465, 4.480)
H (0.709, -0.397, 5.022)
H (-0.593, 0.772, 2.399)
H (1.040, 0.401, 2.007)
H (1.281, 2.279, 0.959)
H (-1.379, 2.173, 1.066)
H (-1.138, 3.561, 2.175)
H (-0.557, 3.628, 0.478)
Na (-0.945, -0.606, 6.489)
Be (0.111, 5.403, 2.722)
C (5.376, 1.629, 5.141)
Cl (4.719, 2.927, 6.132)
Cl (4.682, 0.076, 5.597)
H (5.073, 1.832, 4.121)
H (6.456, 1.587, 5.213)
O (4.483, 5.595, 4.263)
H (4.722, 5.348, 3.365)
H (4.612, 4.784, 4.777)
C (-2.952, -2.386, 0.269)
F (-2.851, -3.696, 0.470)
F (-2.630, -2.151, -1.016)
F (-4.252, -2.073, 0.416)
S (-1.875, -1.395, 1.387)
O (-0.536, -1.833, 1.094)
O (-2.339, -1.724, 2.718)
O (-2.137, -0.014, 1.002)
C (-0.235, -5.832, -1.178)
C (0.238, -5.182, 0.105)
O (-0.535, -4.730, 0.921)
N (1.588, -5.115, 0.315)
C (2.655, -5.592, -0.539)
H (-1.319, -5.805, -1.198)
H (0.142, -5.292, -2.048)
H (0.092, -6.872, -1.226)
H (1.832, -4.666, 1.183)
H (3.258, -6.329, -0.003)
H (3.302, -4.759, -0.823)
H (2.259, -6.050, -1.439)
N (2.753, 7.373, 6.527)
S (1.298, 7.996, 6.613)
O (1.014, 8.735, 7.796)
O (0.247, 7.197, 6.065)
F (1.494, 9.133, 5.517)
S (3.024, 6.207, 7.542)
O (4.409, 5.898, 7.657)
O (2.118, 5.101, 7.497)
F (2.713, 6.874, 8.957)
O (-1.772, -4.016, -5.277)
P (-2.413, -2.700, -5.596)
N (-4.009, -3.232, -5.929)
C (-4.929, -2.646, -6.874)
C (-4.713, -3.681, -4.733)
N (-1.476, -2.339, -7.045)
C (-2.012, -2.616, -8.369)
C (-0.118, -2.875, -6.991)
N (-2.841, -1.012, -5.346)
C (-2.747, -0.015, -6.392)
C (-2.170, -0.495, -4.125)
H (-5.366, -1.697, -6.523)
H (-5.752, -3.344, -7.049)
H (-4.476, -2.483, -7.847)
H (-5.029, -2.836, -4.103)
H (-4.074, -4.331, -4.135)
H (-5.597, -4.260, -5.005)
H (-2.386, -3.645, -8.465)
H (-1.235, -2.462, -9.119)
H (-2.805, -1.919, -8.645)
H (-0.071, -3.942, -7.236)
H (0.312, -2.742, -5.999)
H (0.521, -2.332, -7.693)
H (-1.732, 0.130, -6.773)
H (-3.088, 0.934, -5.973)
H (-3.420, -0.233, -7.222)
H (-1.086, -0.399, -4.264)
H (-2.346, -1.168, -3.282)
H (-2.573, 0.478, -3.844)
C (5.800, 1.676, 0.579)
Cl (4.271, 2.252, 1.257)
Cl (5.600, 0.019, 0.015)
Cl (6.265, 2.710, -0.774)
Cl (7.060, 1.733, 1.815)
O (2.000, 0.041, -6.614)
H (1.271, -0.598, -6.611)



Question: Which of these has the highest E_tot?
Answer: C5H24N3O5